This record from the OMol25 dataset describes C16H29IrP as an isolated structure. The level of theory is wB97M-V/def2-TZVPD.

Computed properties:
⟨S²⟩   0.788
LUMO level (alpha / beta)   -17.39 / -18.22 eV
Multiplicity   2
Net charge   +4
HOMO level (alpha / beta)   -23.90 / -24.02 eV

Geometry (Å):
Ir  0.138553  -0.135911  -0.397796
C  1.877370  2.311537  -4.074336
C  1.567855  2.394286  -2.468599
C  2.771679  2.954800  -1.719833
C  1.193006  1.026595  -2.213624
C  -0.139151  0.535962  -2.491194
C  -0.493867  -0.825882  -2.340970
C  0.444125  -1.818441  -1.893241
C  0.094425  -3.251556  -1.825413
C  1.689771  -1.297638  -1.402801
C  2.014046  0.073719  -1.497396
H  2.051996  3.360688  -4.313540
H  1.032257  1.942865  -4.652770
H  2.764421  1.702510  -4.229723
H  0.679802  3.037784  -2.411333
H  3.706252  2.489322  -2.037575
H  2.667167  2.851837  -0.637565
H  2.841098  4.018305  -1.941138
H  -0.894602  1.248271  -2.817674
H  -1.514790  -1.136117  -2.553213
H  -0.533448  -3.462480  -0.946019
H  0.982747  -3.879249  -1.757056
H  -0.510014  -3.523162  -2.696164
H  2.362036  -1.968705  -0.872360
H  2.915202  0.442343  -1.012647
C  1.074494  2.260205  2.647644
C  -0.434370  2.040268  2.493844
P  -0.910077  0.424306  1.874465
C  -2.712186  0.209748  1.835629
C  -3.513425  0.990823  2.871267
C  -0.249053  -0.973237  3.306268
C  -1.009935  -0.747085  4.524125
H  1.245098  3.275460  3.003202
H  1.601384  2.147955  1.696921
H  1.512465  1.583269  3.381850
H  -0.890279  2.751664  1.784275
H  -0.994777  2.182630  3.425877
H  -2.924109  -0.864451  1.834491
H  -2.969709  0.559380  0.814801
H  -3.244457  0.701488  3.893810
H  -4.567872  0.737012  2.751843
H  -3.405650  2.069715  2.776670
H  0.788083  -0.617955  3.300607
H  -0.377944  -1.938678  2.819570
H  -0.864978  0.195007  5.050010
H  -0.530566  -1.540597  5.196715
H  -2.040129  -1.121194  4.558483

Cartesian forces, eV/Å:
Ir 0.1 0.0 0.3
C -0.1 -0.3 0.3
C -0.1 0.1 0.2
C -0.2 0.0 -0.1
C 0.1 -0.1 -0.5
C 0.1 0.0 0.2
C 0.1 -0.2 -0.3
C 0.3 0.0 -0.5
C 0.0 0.1 0.2
C -0.1 -0.3 -0.2
C 0.0 0.3 0.0
H 0.1 0.0 -0.1
H 0.0 0.0 0.0
H 0.0 0.1 -0.1
H 0.1 0.0 0.0
H 0.0 0.0 0.0
H 0.0 0.0 0.0
H 0.1 0.0 0.0
H 0.0 0.0 0.1
H 0.0 0.0 0.0
H 0.0 0.0 0.0
H 0.0 0.0 0.0
H 0.0 0.0 0.0
H 0.0 0.0 0.0
H 0.0 -0.1 0.0
C -0.2 0.0 0.0
C 0.0 0.0 0.1
P -0.6 0.1 0.4
C 0.1 0.1 -0.1
C -0.1 -0.1 0.2
C 0.5 -0.2 0.0
C -0.3 -0.1 0.2
H 0.0 0.0 0.0
H 0.0 0.0 0.0
H 0.0 0.0 0.0
H 0.0 0.0 0.0
H 0.1 0.1 0.0
H 0.0 0.0 0.0
H -0.1 0.0 0.0
H 0.0 0.0 0.0
H 0.0 0.1 0.0
H 0.0 0.0 0.0
H 0.0 0.0 0.0
H -0.1 0.0 0.0
H 0.0 0.0 0.0
H 0.1 0.1 -0.1
H 0.0 0.1 -0.1

This record from the OMol25 dataset describes C16H29N11O5S as an isolated structure. The level of theory is wB97M-V/def2-TZVPD.

Computed properties:
LUMO level   -0.61 eV
Net charge   0
HOMO level   -7.31 eV

Geometry (Å):
C  1.634329  -4.682245  1.975919
C  2.983386  -5.018884  1.725310
C  3.687480  -4.210459  0.626826
C  3.744448  -2.735498  1.081319
C  4.721286  -2.341429  1.956674
C  4.861302  -0.992053  2.385075
N  5.761772  -0.448187  3.222643
S  5.438664  1.128318  3.334388
N  4.155581  1.285719  2.327182
C  3.950867  0.037808  1.903748
C  2.920322  -0.414490  1.020312
C  2.792509  -1.711610  0.617041
C  1.630247  -2.049199  -0.326536
C  0.265001  -1.565395  0.281000
C  -0.677270  -2.718721  0.668117
N  -0.930799  -2.914262  2.069714
O  -1.220068  -3.429364  -0.155624
H  1.468890  -3.799485  2.606844
H  0.836324  -5.263924  1.492829
H  3.538580  -5.789043  2.282518
H  3.145028  -4.326921  -0.321202
H  4.724773  -4.540414  0.450431
H  5.420903  -3.095267  2.339425
H  2.210277  0.325092  0.632081
H  1.571578  -3.119732  -0.573300
H  1.783932  -1.483294  -1.260364
H  -0.300420  -0.937010  -0.423120
H  0.400033  -0.976522  1.200179
H  -1.029354  -3.894995  2.305232
H  -1.700869  -2.350369  2.418141
C  -1.519498  1.901104  -0.032114
O  -0.904993  1.427390  0.918703
N  -2.598935  2.709014  0.128807
N  -1.171945  1.665325  -1.326192
H  -3.112453  3.108520  -0.633853
H  -2.885057  2.910451  1.069309
H  -0.378553  1.074690  -1.490571
H  -1.664869  2.051888  -2.114938
C  -1.874471  3.553949  -5.000446
O  -2.139481  2.644672  -4.228050
N  -2.039010  4.864569  -4.670740
N  -1.391034  3.327537  -6.255810
H  -1.827151  5.624588  -5.288175
H  -2.389962  5.067149  -3.751053
H  -1.257892  2.371602  -6.529926
H  -1.166629  4.056256  -6.905685
C  -0.135168  5.522854  0.101713
O  -1.095496  5.613395  -0.650501
N  0.360003  4.327897  0.523964
N  0.522333  6.622692  0.581325
H  1.146468  4.235196  1.138580
H  -0.098600  3.496944  0.192505
H  0.184422  7.521155  0.290876
H  1.310532  6.574598  1.198002
C  -5.162304  -2.241466  1.040260
O  -5.058158  -1.563014  2.048482
N  -6.238176  -2.148592  0.200585
N  -4.215679  -3.147355  0.666952
H  -6.343432  -2.695478  -0.632154
H  -6.954185  -1.490381  0.445678
H  -3.411303  -3.240487  1.258140
H  -4.278057  -3.714826  -0.156475

Cartesian forces, eV/Å:
C 1.1 -0.3 0.1
C -0.4 0.4 -0.6
C 0.9 1.4 2.0
C -0.3 1.1 -0.5
C 0.4 -0.8 0.1
C -0.5 1.6 0.1
N -0.2 -0.1 -0.1
S -0.2 -0.2 -0.3
N 0.9 -0.9 0.7
C -0.5 -1.6 -0.8
C -0.3 0.7 -0.4
C 0.3 -0.8 0.0
C -0.2 0.5 0.4
C -0.7 -0.3 0.6
C -0.6 -0.1 -0.2
N 0.5 0.3 -0.2
O 0.8 0.1 0.2
H -0.4 0.9 -2.0
H -0.1 -0.9 2.1
H -0.7 -1.2 -1.6
H 0.1 0.0 0.5
H -0.4 0.0 0.2
H -0.2 0.4 -0.1
H 0.2 -0.2 0.3
H 0.1 0.4 0.1
H 0.0 -0.4 0.2
H 0.2 -0.3 0.1
H 0.2 -0.1 -0.5
H -0.5 0.1 -0.2
H 0.3 0.1 0.1
C -0.5 -0.3 -0.1
O 0.2 0.1 -0.1
N -0.2 0.0 0.3
N 0.1 0.0 -0.1
H 0.1 0.1 0.0
H 0.0 0.0 0.0
H 0.0 0.0 0.0
H 0.0 0.0 -0.2
C 0.0 0.3 0.0
O 0.0 -0.1 0.1
N -0.1 0.0 0.2
N 0.0 -0.2 -0.1
H 0.0 0.0 0.0
H 0.1 0.0 0.0
H 0.0 0.0 0.0
H 0.0 0.0 0.0
C 0.1 -0.2 0.0
O 0.0 0.1 0.0
N -0.1 0.0 -0.2
N 0.0 0.3 0.0
H 0.0 0.0 0.0
H 0.2 0.1 0.2
H 0.0 0.0 0.0
H 0.0 -0.1 0.0
C 0.1 -0.1 0.0
O 0.0 0.0 0.0
N -0.2 0.1 0.0
N -0.1 -0.1 0.1
H 0.0 0.0 0.0
H 0.0 0.0 0.0
H 0.1 -0.1 -0.1
H 0.1 0.1 0.0

This record from the OMol25 dataset describes a 5-piece molecular cluster, C16H29N2O10P overall. The level of theory is wB97M-V/def2-TZVPD.

Computed properties:
LUMO level   0.36 eV
Net charge   0
HOMO level   -10.59 eV

Geometry (Å):
C  1.207358  4.331186  -3.146499
C  2.228716  5.036995  -2.323043
O  3.381826  4.241407  -2.367490
P  3.809976  3.318034  -1.091475
O  2.652160  2.673562  -0.355910
O  4.848638  2.220648  -1.673970
C  4.366218  1.033947  -2.299240
C  3.736242  1.365622  -3.720333
O  4.794924  4.252622  -0.154164
C  6.002926  4.602244  -0.758119
C  5.963194  6.048276  -1.321205
H  1.417532  4.464677  -4.207678
H  1.312886  3.280596  -2.875914
H  0.193393  4.669111  -2.932531
H  2.413700  6.073948  -2.603438
H  1.748592  5.100862  -1.346572
H  5.203726  0.336553  -2.281360
H  3.627535  0.471725  -1.727969
H  4.200591  2.173028  -4.286535
H  3.668239  0.537890  -4.426249
H  2.664006  1.546922  -3.645796
H  6.732006  4.586489  0.052000
H  6.280649  3.852484  -1.498957
H  5.689231  6.690064  -0.483863
H  6.934364  6.365822  -1.700807
H  5.286949  6.256284  -2.150379
O  -1.072107  6.699877  7.336551
C  -0.944514  5.922585  6.405703
O  -0.024390  4.946155  6.425208
C  -0.245823  3.989929  5.415679
C  -1.260182  4.721649  4.570018
O  -1.763200  5.719611  5.409989
H  0.685287  3.772870  4.892223
H  -0.538397  3.057143  5.897790
H  -1.989072  4.008911  4.184228
H  -0.776820  5.310851  3.790735
O  -6.415226  -6.252010  -0.753442
C  -6.812435  -6.894630  0.198413
O  -6.050050  -7.330160  1.124385
C  -6.797088  -7.952203  2.125237
C  -8.136965  -8.117566  1.492702
O  -8.120505  -7.235901  0.399812
H  -6.385813  -8.935377  2.353993
H  -6.912954  -7.374483  3.042251
H  -8.901362  -7.938892  2.248927
H  -8.251391  -9.150014  1.162441
C  -2.019321  -1.975092  -0.125235
C  -2.197736  -1.529174  1.222015
N  -2.399381  -1.145699  2.290848
H  -2.676981  -1.341657  -0.720494
H  -2.363205  -3.005252  -0.218101
H  -0.972197  -1.828373  -0.390043
C  -1.491354  -9.630029  -2.537175
C  -0.558679  -8.604835  -2.043600
N  0.153717  -7.759117  -1.741305
H  -1.011001  -10.608125  -2.563514
H  -1.683330  -9.347030  -3.572137
H  -2.433103  -9.724959  -1.996607

Cartesian forces, eV/Å:
C -0.3 -0.1 -0.9
C -1.7 0.5 0.8
O 2.1 -1.0 1.3
P -1.4 -0.9 1.6
O 2.2 1.8 -1.5
O -0.9 1.2 0.4
C -0.7 -0.5 -1.8
C -0.1 -0.8 0.4
O -2.8 -1.8 -1.0
C 1.4 1.5 -0.8
C 0.1 -0.3 0.3
H -0.1 -0.2 -0.1
H -0.4 0.0 -0.2
H 0.0 0.0 0.0
H 0.5 -0.2 -0.3
H 0.7 -0.1 0.6
H 0.3 0.4 -0.6
H -0.3 0.7 0.4
H 0.2 0.1 0.5
H 0.8 -0.6 0.3
H 0.1 0.7 0.5
H 0.2 -0.1 -0.1
H 0.2 0.2 0.0
H 0.0 0.2 -0.1
H 0.2 -0.2 0.3
H -0.3 -0.5 0.1
O 0.2 -0.7 -2.3
C 0.0 0.2 3.9
O 1.5 0.3 0.8
C 0.6 -0.1 0.1
C 0.7 -0.6 -1.3
O -2.1 0.7 -0.4
H 0.0 0.2 -0.1
H -0.5 0.0 -0.1
H -0.4 0.6 0.0
H 0.1 -0.7 -0.5
O -0.9 -1.0 1.3
C -1.0 2.4 -4.1
O 2.3 -0.6 2.0
C -0.2 -1.0 1.2
C -0.8 -1.3 0.6
O 0.2 0.4 -0.1
H 0.3 0.2 0.1
H 0.7 0.4 -0.1
H -0.4 0.4 -0.5
H -0.2 0.0 -0.4
C -0.2 0.1 -0.4
C -0.4 0.5 1.9
N 0.2 -0.2 -0.6
H 0.2 -0.1 -0.4
H 0.3 0.0 -0.1
H -0.2 -0.2 -0.3
C 0.5 0.0 -0.4
C -0.6 -0.3 0.1
N 0.1 0.0 0.1
H 0.1 0.1 0.1
H -0.3 -0.1 0.0
H 0.2 0.4 0.1

This record from the OMol25 dataset describes a 2-piece molecular cluster, C16H29N3O6S overall. The level of theory is wB97M-V/def2-TZVPD.

Computed properties:
LUMO level   0.41 eV
Net charge   0
HOMO level   -8.80 eV

Geometry (Å):
C  -0.132546  1.047239  -1.228908
C  -1.224908  1.076478  -0.152497
C  -1.505138  2.479028  0.432358
C  -0.264876  3.033698  1.162570
C  -2.782852  2.463215  1.317079
N  -3.070156  3.813371  1.826950
C  -3.765852  4.792352  1.251789
C  -4.447773  4.560679  -0.082646
O  -3.867175  5.879446  1.796440
C  -2.680276  1.478781  2.502386
O  -2.022101  1.771628  3.494207
N  -3.314115  0.301241  2.474316
C  -4.251514  -0.195960  1.466199
H  0.836188  1.294112  -0.798745
H  -0.073561  0.044416  -1.653328
H  -0.372146  1.755764  -2.022524
H  -0.943963  0.388090  0.645824
H  -2.140134  0.710343  -0.617113
H  -1.703686  3.145208  -0.407885
H  -0.473739  4.019894  1.576634
H  0.568273  3.140415  0.469548
H  0.030678  2.365353  1.971859
H  -3.612171  2.151177  0.687649
H  -2.671384  4.040169  2.727826
H  -4.960350  5.477165  -0.372656
H  -5.175737  3.758975  0.016072
H  -3.706443  4.311627  -0.837485
H  -3.165849  -0.266311  3.295581
H  -4.682964  -1.142110  1.797582
H  -3.742581  -0.362749  0.516843
H  -5.063336  0.519559  1.323983
O  2.497836  -5.904658  -5.089141
S  2.537695  -5.817262  -3.627792
O  1.268202  -6.222478  -3.017404
O  3.696413  -6.864298  -3.154648
C  3.086804  -4.207455  -3.071305
C  3.138462  -4.188389  -1.566583
N  3.277846  -2.788087  -1.169730
C  3.248787  -2.509742  0.280118
C  3.231522  -1.029368  0.579856
C  2.786506  -0.484972  1.755625
C  2.942911  0.940413  1.628287
C  3.468984  1.155343  0.384266
O  3.657918  -0.035922  -0.272824
H  3.544829  -7.578737  -3.786805
H  2.366996  -3.472550  -3.430554
H  4.063577  -3.997667  -3.502393
H  2.215215  -4.599634  -1.141262
H  3.980129  -4.788510  -1.201281
H  4.087213  -2.342282  -1.606601
H  2.364808  -2.972229  0.731342
H  4.133720  -2.950023  0.750866
H  2.390943  -1.024507  2.611209
H  2.689720  1.698612  2.363901
H  3.705153  2.132108  -0.027057

Cartesian forces, eV/Å:
C -0.3 0.0 0.4
C 0.1 0.4 -0.2
C 0.7 -0.6 0.3
C -0.5 -0.1 -0.1
C 0.0 0.4 -0.2
N 0.7 -1.9 0.6
C -0.8 1.3 -0.5
C 0.2 -0.1 0.3
O 0.0 0.2 0.2
C 0.6 1.0 0.7
O 0.1 0.4 -0.3
N -0.8 -1.0 -0.6
C 0.2 0.3 0.1
H 0.1 0.0 -0.1
H 0.1 0.1 -0.1
H 0.1 0.0 -0.1
H -0.1 -0.1 0.1
H -0.2 -0.1 0.1
H -0.2 0.1 -0.1
H 0.0 0.0 0.1
H 0.0 0.0 0.0
H 0.0 0.0 0.0
H -0.1 0.0 -0.1
H 0.0 0.0 0.0
H 0.1 -0.1 0.1
H 0.0 -0.2 -0.2
H 0.0 -0.2 -0.2
H 0.1 0.2 0.0
H 0.1 0.2 0.0
H -0.1 -0.1 0.0
H 0.0 -0.1 -0.1
O 0.8 0.6 1.6
S -2.7 -1.9 -2.3
O 2.1 1.1 0.1
O -0.6 1.4 0.2
C 0.2 -0.8 0.2
C 0.4 0.8 0.9
N -0.5 0.4 0.2
C 0.8 0.2 -1.4
C -0.8 0.4 1.2
C 0.2 0.3 -0.6
C 0.2 -0.3 -0.6
C -0.5 0.0 1.4
O -0.1 -0.3 0.3
H 0.3 -0.4 -0.1
H -0.2 -0.3 -0.2
H 0.0 -0.2 -0.2
H 0.1 0.2 -0.1
H -0.1 -0.3 0.0
H -0.3 -0.3 0.3
H 0.1 0.2 -0.2
H 0.0 -0.1 0.3
H 0.1 0.1 -0.3
H 0.1 -0.2 -0.3
H 0.2 -0.7 -0.6

What is the formula in the first record?
C16H29IrP

What is the net charge in the second record?
0